36
Properties=species:S:1:pos:R:3 method="wB97M-V/def2-TZVPD" charge=+3 mol_weight_g_mol=306.6 homo_energy_ev=-18.376 lumo_ha=-0.5679 homo_lumo_gap_ev=2.92 total_energy_ha=-1423.8163
C 0.0677 -3.8572 0.3036
C 1.6071 -3.2450 0.5130
O 1.8347 -2.2591 -0.5557
C 2.5597 -1.0707 -0.0767
C 2.9785 -0.2054 -1.4326
B 1.9042 1.0574 -1.6424
O 2.2746 2.3194 -0.9087
B 1.0311 2.8949 -0.3238
P 0.7656 3.3810 1.5073
O 0.8711 4.9250 1.8214
O -0.1094 3.0395 -1.2978
B -0.3755 1.5991 -1.6497
C -1.7345 0.9215 -1.0265
C -1.4891 -0.3278 0.0584
C -2.7124 -1.1044 0.8305
C -4.2454 -0.5908 0.5011
C -4.4861 0.6243 -0.5839
C -3.2864 1.4340 -1.3781
O 0.6547 0.9396 -2.4724
H -0.2639 -3.5086 -0.7632
H -0.6712 -3.3899 1.0866
H 0.0564 -5.0474 0.3380
H 1.7801 -2.8099 1.5870
H 2.3209 -4.1922 0.3914
H 1.8841 -0.3432 0.5777
H 3.5082 -1.3421 0.5522
H 2.8331 -0.9086 -2.3637
H 4.0853 0.1455 -1.2853
H -0.6127 2.9852 1.8303
H 1.6259 2.5470 2.3480
H -0.3662 -0.6570 0.2917
H -2.4189 -1.9453 1.5913
H -5.1427 -1.1187 1.0629
H -5.5877 0.9735 -0.7819
H -3.4533 2.3243 -2.1292
Al 2.3123 5.8123 3.4790

46
Properties=species:S:1:pos:R:3 method="wB97M-V/def2-TZVPD" charge=0 mol_weight_g_mol=556.3 homo_energy_ev=-7.804 lumo_ha=0.0117 smiles=Oc1ccc2c(c1O)Sc1c(ccc(CCCI)c1Br)N2.c1ccccc1 homo_lumo_gap_ev=8.12 total_energy_ha=-4286.7853 relative_energy_ev=0.000
O -2.2822 3.5365 1.7574
C -1.9547 2.3487 1.1234
C -2.9278 1.4590 0.7047
C -2.5925 0.2686 0.0765
C -1.2636 -0.0432 -0.1530
C -0.2706 0.8465 0.2580
C -0.6160 2.0404 0.8928
O 0.3787 2.9010 1.2270
S 1.4233 0.4642 -0.0687
C 1.3228 -1.2818 0.2040
C 0.1774 -1.9536 -0.2093
C 0.1015 -3.3242 -0.0594
C 1.1485 -4.0164 0.5045
C 2.2895 -3.3806 0.9552
C 3.3946 -4.1809 1.5907
C 3.6385 -3.9037 3.0891
C 2.4344 -3.5066 3.9119
I 0.9607 -5.0503 4.0295
C 2.3586 -2.0065 0.7813
Br 3.9292 -1.0668 1.2513
N -0.8780 -1.2285 -0.7943
H -2.1744 3.4427 2.7094
H -3.9577 1.7332 0.8861
H -3.3831 -0.4064 -0.2218
H 0.0356 3.5627 1.8370
H -0.7800 -3.8538 -0.3926
H 1.0666 -5.0872 0.6122
H 4.3171 -3.9636 1.0553
H 3.1564 -5.2351 1.4872
H 4.0427 -4.8131 3.5328
H 4.3936 -3.1305 3.2177
H 2.7336 -3.3589 4.9436
H 1.9578 -2.5929 3.5730
H -1.6677 -1.8244 -0.9941
C -1.4405 4.8866 -4.5309
C -1.9341 3.6614 -4.9608
C -2.2008 2.6568 -4.0420
C -1.9784 2.8807 -2.6895
C -1.4915 4.1077 -2.2604
C -1.2171 5.1114 -3.1800
H -1.2303 5.6664 -5.2516
H -2.1085 3.4902 -6.0154
H -2.5780 1.6998 -4.3793
H -2.1758 2.1040 -1.9614
H -1.3252 4.2749 -1.2029
H -0.8326 6.0657 -2.8444

18
Properties=species:S:1:pos:R:3 method="wB97M-V/def2-TZVPD" charge=+1 mol_weight_g_mol=132.2 homo_energy_ev=-12.777 lumo_ha=-0.1160 smiles="COC1=C[N@@H+](C)CS1" homo_lumo_gap_ev=9.62 total_energy_ha=-724.3476 relative_energy_ev=2.418
C 0.2690 -0.1388 -0.3915
C 1.6208 0.4349 -0.2513
C -0.2982 2.0573 0.2442
C -1.9346 0.3043 0.2102
C 2.7858 -1.6416 0.2721
N -0.7547 0.8702 -0.4662
O 2.7279 -0.2270 0.0031
S 1.5968 2.1446 0.0591
H 0.1602 -1.1391 -0.5517
H -0.7830 2.9197 -0.1345
H -0.5406 1.9393 1.3460
H -1.7031 0.1126 1.1972
H -2.8660 0.9146 0.1513
H -2.0619 -0.6238 -0.1814
H 2.6760 -2.0062 -0.7362
H 1.9206 -1.9179 0.7784
H 3.8502 -1.7412 0.7188
H -1.0353 1.0370 -1.4857

13
Properties=species:S:1:pos:R:3 method="wB97M-V/def2-TZVPD" charge=-2 mol_weight_g_mol=233.0 homo_energy_ev=-2.401 lumo_ha=0.2032 homo_lumo_gap_ev=7.93 total_energy_ha=-2127.1846 relative_energy_ev=0.000
Ca 10.8845 -7.5186 -5.4450
Cl 13.5612 -7.8471 -4.9806
Cl 10.1824 -10.1162 -5.6929
O 11.0754 -7.7421 -1.1446
C 10.2039 -7.1676 -2.0686
O 9.4224 -6.3530 -1.5010
O 10.1994 -7.5693 -3.2394
H 10.6525 -7.1621 -0.4730
O 9.3223 -3.8700 -4.8716
C 9.8528 -5.0660 -5.2554
O 11.1077 -5.1895 -5.1706
O 9.1689 -6.0039 -5.7141
H 10.2153 -3.5705 -4.5977

58
Properties=species:S:1:pos:R:3 method="wB97M-V/def2-TZVPD" charge=0 mol_weight_g_mol=400.0 homo_energy_ev=-8.336 lumo_ha=0.0171 smiles="Cc1ccc(C)c(CN2CCC(CNC(=O)Nc3cccc(Cl)c3C)CC2)c1" homo_lumo_gap_ev=8.80 total_energy_ha=-1594.1841 relative_energy_ev=0.226
C -4.4393 -2.4000 2.9171
C -4.3901 -2.0126 1.4694
C -5.5005 -2.1405 0.6498
C -5.4372 -1.7628 -0.6797
C -4.2740 -1.2467 -1.2314
C -3.1499 -1.1104 -0.4119
C -3.2257 -1.4931 0.9184
H -2.3520 -1.3883 1.5490
C -1.8655 -0.5425 -0.9571
N -2.0413 0.8449 -1.3630
C -0.9464 1.3811 -2.1465
C 0.2988 1.7201 -1.3182
C -0.0753 2.7024 -0.2080
C -1.2040 2.1002 0.6313
C -2.3882 1.7408 -0.2785
H -3.1888 1.2805 0.3045
H -2.7800 2.6593 -0.7291
H -1.5341 2.8090 1.3935
H -0.8567 1.1969 1.1377
C 1.1439 3.0986 0.6394
N 1.8182 1.9797 1.2550
C 2.9415 1.4420 0.6968
O 3.5308 1.9432 -0.2321
N 3.3418 0.2710 1.3302
C 4.5536 -0.3819 1.0292
C 5.4731 -0.5910 2.0515
C 6.6694 -1.2322 1.7985
C 6.9602 -1.6617 0.5171
C 6.0279 -1.4714 -0.4890
C 4.7993 -0.8549 -0.2654
C 3.7744 -0.7265 -1.3440
H 2.7777 -0.8634 -0.9284
H 3.8187 0.2709 -1.7801
H 3.9422 -1.4621 -2.1255
Cl 6.4285 -2.0502 -2.0708
H 7.8968 -2.1484 0.2961
H 7.3813 -1.3865 2.5944
H 5.2469 -0.2381 3.0480
H 3.0540 0.1769 2.2947
H 1.2928 1.4426 1.9255
H 1.8868 3.5833 0.0020
H 0.8351 3.7965 1.4247
H -0.4503 3.6226 -0.6718
H 0.7070 0.8059 -0.8824
H 1.0674 2.1513 -1.9601
H -0.6948 0.6635 -2.9309
H -1.3122 2.2950 -2.6281
H -1.5731 -1.1037 -1.8502
H -1.0681 -0.6740 -0.2069
C -4.2246 -0.8577 -2.6759
H -3.5783 -1.5406 -3.2279
H -3.8149 0.1443 -2.7784
H -5.2171 -0.8926 -3.1180
H -6.3132 -1.8734 -1.3034
H -6.4212 -2.5395 1.0512
H -5.2979 -3.0355 3.1193
H -4.5199 -1.5098 3.5421
H -3.5337 -2.9303 3.2060

111
Properties=species:S:1:pos:R:3 method="wB97M-V/def2-TZVPD" charge=+1 mol_weight_g_mol=808.0 homo_energy_ev=-9.179 lumo_ha=-0.1000 homo_lumo_gap_ev=6.46 total_energy_ha=-2639.3975 relative_energy_ev=0.923
C -0.4508 -4.5812 3.3136
O 0.5559 -5.2823 2.5564
C 1.3488 -4.5864 1.7028
C 1.2355 -3.2341 1.3748
C 2.3738 -2.5075 1.0491
C 2.3081 -1.0090 1.0306
C 2.8459 -0.3290 2.2937
C 2.4244 -0.9415 3.6581
O 2.4733 -2.1381 3.9699
N 1.9233 0.0784 4.4146
C 1.4565 -0.1491 5.7699
C 1.8531 1.3968 3.7724
C 0.3633 1.8666 3.6575
C 2.7831 2.4011 4.5129
N 2.3798 1.0516 2.4097
C 2.3774 1.9696 1.3995
C 2.2007 3.2980 1.6389
C 1.8504 4.3436 0.6255
C 2.8406 5.5540 0.5249
C 3.2942 5.9425 -0.7541
C 4.0202 7.1484 -0.8776
C 4.1472 8.0306 0.2297
C 3.5978 7.6792 1.4736
C 3.1893 6.3297 1.6567
C 3.5535 -3.1928 0.7225
C 3.6157 -4.5909 0.8496
O 4.7337 -5.3603 0.6991
C 5.8916 -4.7911 0.0507
C 2.4691 -5.3111 1.2493
O 2.5164 -6.6688 1.3681
C 3.0761 -7.2296 2.5800
H -0.8693 -5.3524 3.9668
H -0.0165 -3.7585 3.9112
H -1.2416 -4.1965 2.6459
H 0.2701 -2.7371 1.5054
H 2.9249 -0.6368 0.1946
H 1.2731 -0.6605 0.8730
H 3.9557 -0.3747 2.2413
H 1.4479 -1.2157 5.9923
H 2.1143 0.3590 6.4796
H 0.4507 0.2578 5.8886
H -0.2547 0.9624 3.5167
H 0.1076 2.3674 4.5979
H 0.2271 2.5513 2.8146
H 3.0695 1.9539 5.4801
H 3.6938 2.6005 3.9194
H 2.2303 3.3336 4.7114
H 2.6420 1.6156 0.3990
H 2.1629 3.6482 2.6778
H 1.4447 3.9722 -0.3237
H 3.0424 5.3619 -1.6472
H 4.5297 7.4151 -1.8361
H 4.6262 9.0190 0.1230
H 3.5375 8.4042 2.3135
H 3.0473 5.9851 2.6992
H 4.4474 -2.6565 0.3763
H 6.5668 -5.6411 -0.0529
H 5.6358 -4.3913 -0.9461
H 6.3520 -4.0044 0.6678
H 2.9608 -8.3012 2.4469
H 4.1288 -6.9565 2.6494
H 2.5132 -6.8846 3.4487
O 0.9865 4.9470 4.9951
C -0.0632 5.5108 5.3251
C -0.3309 5.8535 6.7555
C 0.0656 7.1044 7.2433
C -0.2766 7.4424 8.5544
C -0.9463 6.5089 9.3585
C -1.2294 5.2166 8.8867
C -0.8968 4.8767 7.5739
N -1.0292 5.9156 4.4192
C -2.2829 6.4860 4.9234
C -3.1410 6.9561 3.7714
N -3.2630 5.9417 2.7506
C -4.3618 6.0830 1.8313
C -4.4161 4.8686 0.9140
N -3.1329 4.7634 0.1878
C -3.0490 4.9356 -1.1895
O -2.0390 5.3536 -1.7546
C -4.3057 4.5869 -1.9146
C -4.8571 5.5553 -2.7513
C -6.1455 5.3400 -3.2437
C -6.7838 4.1172 -2.9701
C -6.1188 3.0688 -2.3087
C -4.8386 3.2997 -1.8028
C -1.9632 4.8684 0.9729
C -0.6910 4.6256 0.4618
N 0.4488 4.9070 1.1425
C 0.2870 5.3841 2.4027
C -0.9293 5.5282 3.0514
C -2.0996 5.3932 2.2846
H 0.6108 7.7880 6.5880
H -0.0347 8.4392 8.9362
H -1.2690 6.7862 10.3631
H -1.7268 4.4752 9.5163
H -1.0717 3.8835 7.1457
H -2.8514 5.7308 5.4951
H -2.0863 7.3396 5.5961
H -4.1400 7.1467 4.1631
H -2.7277 7.8800 3.3378
H -5.2852 6.1565 2.4113
H -4.2600 7.0093 1.2394
H -4.5427 3.9525 1.5188
H -5.2701 4.9703 0.2290
H -4.3018 6.4746 -2.9396
H -6.6583 6.1327 -3.8011
H -7.8043 3.9595 -3.3230
H -6.5922 2.0896 -2.1671
H -4.2827 2.5274 -1.2713
H -0.5481 4.1692 -0.4966
H 1.2042 5.5897 2.9118